(1)
ORCA calculation (wB97M-V/def2-TZVPD) on C28H34CoN8OS2 as an isolated structure.

The geometry in ORCA input format:
```
! RIJCOSX wB97M-V def2-TZVPD def2/J DEFGRID3
* xyz 0 2
Co -0.7301 -0.7252 -0.0550
C -2.3611 4.0600 1.7133
N -1.9219 2.7225 2.0924
C -0.8898 2.7246 3.1203
C -1.8271 1.7405 1.1274
N -0.8281 0.9689 0.9543
N -2.9889 1.6090 0.3672
C -3.1328 0.8486 -0.7811
N -4.3678 1.0327 -1.3713
N -2.2291 0.0456 -1.1819
H -2.8265 4.5449 2.5708
H -3.0845 4.0200 0.9037
H -1.5142 4.6738 1.3853
H -1.2321 3.3495 3.9439
H 0.0649 3.1174 2.7541
H -0.7341 1.7127 3.4908
H 0.0075 1.2619 1.4571
H -3.8422 1.8913 0.8208
H -4.7160 1.9778 -1.4019
H -4.5212 0.5156 -2.2212
H -2.4359 -0.4117 -2.0620
S 2.4615 2.1415 1.3213
C 3.2345 0.8623 0.5526
N 2.8267 -0.4036 0.4728
C 3.7316 -1.2464 -0.2908
C 4.7261 -0.2241 -0.8756
N 4.4153 0.9710 -0.1016
H 1.9158 -0.7166 0.7934
H 3.1921 -1.7905 -1.0660
H 4.2258 -1.9709 0.3588
H 4.5531 -0.0594 -1.9425
H 5.7600 -0.5328 -0.7302
H 4.7837 1.8839 -0.2979
C -2.9149 -8.7367 -3.4571
C -1.9568 -9.3503 -4.4402
O -2.0801 -10.4609 -4.8891
S -0.5540 -8.4074 -5.0008
C -0.6249 -6.9028 -4.0630
C -0.0036 -6.8226 -2.8199
C -0.0532 -5.6506 -2.0859
C -0.7178 -4.5202 -2.5791
C -1.3247 -4.6098 -3.8381
C -1.2763 -5.7826 -4.5701
C -0.7561 -3.3124 -1.8147
C -0.7542 -2.3253 -1.0969
H -3.6827 -9.4743 -3.2376
H -3.3617 -7.8299 -3.8644
H -2.3933 -8.4495 -2.5435
H 0.5174 -7.6876 -2.4283
H 0.4267 -5.5912 -1.1178
H -1.8346 -3.7414 -4.2343
H -1.7474 -5.8387 -5.5438
C 2.2986 1.4091 -3.5910
C 1.7024 2.1923 -2.6180
C 0.9169 1.5739 -1.6566
N 0.7144 0.2576 -1.6150
C 1.2834 -0.4908 -2.5639
C 2.0812 0.0401 -3.5656
H 2.9165 1.8569 -4.3595
H 1.8409 3.2646 -2.5902
H 0.4438 2.1533 -0.8760
H 1.0716 -1.5525 -2.5056
H 2.5148 -0.6142 -4.3103
C 0.5870 -3.0135 3.9990
C 0.9358 -1.6821 3.8367
C 0.6508 -1.0255 2.6433
C 0.0368 -1.6493 1.5420
C -0.2883 -3.0028 1.7507
C -0.0338 -3.6680 2.9450
H 0.7967 -3.5316 4.9269
H 1.4308 -1.1456 4.6391
H 0.9602 0.0155 2.5895
H -0.7576 -3.5597 0.9499
H -0.3189 -4.7093 3.0487
*
```

The value obtained for the LUMO energy (alpha / beta) is 0.03 / 0.03 eV. Its expectation value of S² is 0.77. The energy above the lowest of the compared OMol25 structures with the same formula, charge and spin comes out at 0.000 eV. For the HOMO energy (alpha / beta), the calculation gives -7.49 / -7.33 eV. The value obtained for the HOMO-LUMO gap (alpha / beta) is 0.277 / 0.270 Ha. The calculation puts the electronic energy at -102853.1689 eV.

(2)
ORCA calculation (wB97M-V/def2-TZVPD) on C4H5N3S2 in the gas phase in a non-equilibrium geometry.

The geometry in ORCA input format:
```
! RIJCOSX wB97M-V def2-TZVPD def2/J DEFGRID3
* xyz 0 1
C -0.6143 1.5228 0.6724
C -1.6409 0.7043 0.6895
C 0.0933 -0.3642 -0.3670
C 3.2783 0.8934 -0.1829
N 0.4789 0.8647 0.1522
N -1.2520 -0.4551 -0.1162
N 0.7853 -1.0316 -1.2073
S 1.8911 1.6736 -0.5419
S 3.3176 -0.5785 0.7704
H -0.5381 2.5752 1.0420
H -2.7724 0.6493 0.9370
H -1.6485 -1.3522 -0.0447
H 0.2058 -1.8994 -1.4273
H 4.5632 -0.8772 0.2519
*
```

The value obtained for the LUMO energy is 0.24 eV. The energy above the lowest of the compared OMol25 structures with the same formula, charge and spin comes out at 0.966 eV. For the HOMO energy, the calculation gives -7.91 eV. The value obtained for the HOMO-LUMO gap is 0.299 Ha. The calculation puts the electronic energy at -30366.4524 eV.

(3)
ORCA calculation (wB97M-V/def2-TZVPD) on C4H6N2 in the gas phase in a non-equilibrium geometry.

The geometry in ORCA input format:
```
! RIJCOSX wB97M-V def2-TZVPD def2/J DEFGRID3
* xyz 0 1
C -0.9308 0.2037 0.9765
N 0.2404 0.1519 0.0888
C 0.0896 0.1842 -1.3911
C 0.6776 -1.0802 -0.9118
C 1.4858 0.2307 0.6362
N 2.4521 0.3224 1.2738
H -0.6965 -0.3519 1.8861
H -1.7733 -0.2683 0.4643
H -1.1838 1.2390 1.2287
H 0.6991 0.9410 -1.8882
H -0.9718 0.2666 -1.6426
H -0.0885 -1.8389 -0.7208
*
```

The value obtained for the LUMO energy is 0.65 eV. The energy above the lowest of the compared OMol25 structures with the same formula, charge and spin comes out at 5.162 eV. For the HOMO energy, the calculation gives -8.23 eV. The value obtained for the HOMO-LUMO gap is 0.326 Ha. The calculation puts the electronic energy at -7220.4289 eV.

(4)
ORCA calculation (wB97M-V/def2-TZVPD) on a 2-piece molecular cluster, C6H12O3 overall in a non-equilibrium geometry.

The geometry in ORCA input format:
```
! RIJCOSX wB97M-V def2-TZVPD def2/J DEFGRID3
* xyz 0 1
C 1.6767 0.3245 -0.9528
C 0.7905 -2.4771 0.5079
C 0.1528 -1.3024 1.1816
O 0.7471 0.5461 0.0913
O 0.2728 -0.9994 2.3441
H 2.0685 1.2732 -1.3309
H 1.2071 -0.2318 -1.7724
H 2.5198 -0.2504 -0.5603
H 1.8673 -2.3216 0.4370
H 0.3876 -2.6681 -0.4860
H 0.6173 -3.3565 1.1316
C -1.1816 1.9707 0.7464
C -0.7175 1.0279 -0.3216
C -1.1148 1.1059 -1.5951
O -1.1291 -0.9820 0.5068
H -1.6781 -0.5841 1.2065
H -1.0720 1.4973 1.7237
H -0.5697 2.8760 0.7581
H -2.2363 2.2435 0.6581
H -0.7959 0.4311 -2.3768
H -1.8124 1.8773 -1.8972
*
```

The value obtained for the LUMO energy is 0.84 eV. Its SMILES is C=C(C)OC.CC(=O)O. The energy above the lowest of the compared OMol25 structures with the same formula, charge and spin comes out at 3.470 eV. For the HOMO energy, the calculation gives -8.90 eV. The value obtained for the HOMO-LUMO gap is 0.358 Ha. The calculation puts the electronic energy at -12556.3784 eV.

(5)
ORCA calculation (wB97M-V/def2-TZVPD) on a 2-piece molecular cluster, C5H13NO2 overall in a non-equilibrium geometry.

The geometry in ORCA input format:
```
! RIJCOSX wB97M-V def2-TZVPD def2/J DEFGRID3
* xyz 0 1
C -0.6816 1.7222 -0.3893
C -1.7478 2.6337 0.2226
C -0.8396 0.4355 0.4281
N 0.2782 -0.4895 0.3864
C 0.2470 -1.7833 1.2957
C 1.6148 -0.2000 -0.0364
O -1.8115 0.0566 1.0168
H -0.5849 1.3177 -1.4690
H 0.3374 2.2277 0.0242
H -2.5970 2.1612 0.8429
H -2.0043 3.2160 -0.6965
H -1.5001 3.4016 1.0291
H -0.7053 -1.7978 1.7727
H 0.9940 -1.6751 2.1054
H 0.4336 -2.5909 0.4849
H 2.0650 -0.9025 -0.6640
H 2.2233 -0.2041 0.9770
H 1.9554 0.7693 -0.3297
H 0.7454 -2.0709 -2.0389
H 0.5316 -3.2982 -2.8360
O 1.0464 -2.9293 -2.1260
*
```

The value obtained for the LUMO energy is 0.61 eV. Its SMILES is CCC(=O)N(C)C.O. The energy above the lowest of the compared OMol25 structures with the same formula, charge and spin comes out at 3.157 eV. For the HOMO energy, the calculation gives -8.94 eV. The value obtained for the HOMO-LUMO gap is 0.351 Ha. The calculation puts the electronic energy at -10978.7224 eV.

(6)
ORCA calculation (wB97M-V/def2-TZVPD) on a 2-piece molecular cluster, ClH3S overall.

The geometry in ORCA input format:
```
! RIJCOSX wB97M-V def2-TZVPD def2/J DEFGRID3
* xyz 0 1
H 0.2655 1.1288 -1.7630
H 0.1988 -0.6680 -1.0144
H -0.4990 -0.1859 2.2885
S -0.6801 0.2107 -1.5174
Cl 0.7149 -0.4857 2.0062
*
```

The value obtained for the LUMO energy is 0.88 eV. Its SMILES is Cl.S. The energy above the lowest of the compared OMol25 structures with the same formula, charge and spin comes out at 0.069 eV. For the HOMO energy, the calculation gives -9.72 eV. The value obtained for the HOMO-LUMO gap is 0.390 Ha. The calculation puts the electronic energy at -23406.3065 eV.